The following is a quantum chemistry calculation of 4 unconnected molecules or ions with the total composition C4H16O4 at a distorted geometry, from OMol25.

XYZ file:
```
24
C4H16O4 (ωB97M-V/def2-TZVPD)
O -1.36413 -0.22445 -0.07477
O 3.41481 -2.76169 2.73028
O -6.13967 0.02839 -1.81468
O 2.36336 2.94977 -0.36419
C -0.38331 0.63208 0.54701
C 3.15448 2.16579 -1.26977
C -5.05779 -0.68391 -1.21663
C 2.50083 -2.22557 1.78407
H -4.67406 -1.49048 -1.84758
H 2.48234 1.42580 -1.69264
H 4.26856 -2.88559 2.31200
H 4.01781 1.77466 -0.72754
H -5.45160 -1.15571 -0.31854
H 2.60006 -2.75181 0.82873
H -4.25521 0.01657 -0.98354
H 2.70904 -1.17362 1.55943
H 2.90131 3.36164 0.31118
H -1.97433 -0.50954 0.61364
H 1.49664 -2.33910 2.17769
H -5.77053 0.61787 -2.47687
H -0.83586 1.56350 0.88095
H 3.54787 2.78712 -2.08190
H 0.10488 0.10865 1.37188
H 0.34451 0.76965 -0.24821
```

Results
Orbital gap: 10.89 eV
E_LUMO: 0.623 eV
SMILES string: CO.CO.CO.CO
Total energy: -462.866187 Eh
Energy above the lowest of the compared OMol25 structures with the same formula, charge and spin: 60.1 kcal per mole
Largest force on an atom: 1.2 eV/A